# 1
DFT (ωB97M-V with the def2-TZVPD basis set) results for a molecular structure, C49H40CaN3O4P3S4 at a distorted geometry.

Geometry as XYZ:
```
104
Properties=species:S:1:pos:R:3:forces:R:3:mulliken_charge:R:1
Ca 0.40295 0.09609 -0.72968 1.95 -0.41 0.31 -0.06
O -1.11613 -4.25607 -2.08883 -0.07 -0.02 -0.06 -0.83
C -0.01634 -2.84259 -0.92670 -0.24 -0.39 -0.56 -0.30
O 0.07434 -2.14457 0.19780 -0.50 0.10 -0.04 0.09
C -1.62327 -1.80583 -2.63899 -0.18 -0.05 -0.21 -0.96
C -1.91032 -1.89684 -3.98806 0.00 -0.05 0.09 0.02
C -2.13416 -0.71304 -4.68402 -0.03 0.03 0.03 -0.88
C -2.10323 0.50174 -4.02008 -0.01 -0.03 -0.08 -0.73
C -1.78183 0.50219 -2.66950 -0.22 -0.15 -0.03 -0.49
N -1.53513 -0.62774 -2.01062 -0.28 -0.09 -0.37 0.94
C -1.76063 1.76156 -1.80390 -0.11 0.26 -0.08 0.13
O -2.46374 2.70265 -2.16602 0.05 0.00 -0.07 -0.81
O -1.03075 1.67138 -0.76653 -1.37 0.90 -0.41 1.23
H -1.93127 -2.86383 -4.47188 0.00 0.00 -0.02 0.50
H -2.34485 -0.74738 -5.74645 0.01 0.00 0.00 0.41
H -2.30869 1.43920 -4.51602 0.02 0.02 0.03 0.54
S 2.87673 0.75428 0.84887 -0.22 -0.42 0.13 -0.17
S 3.78432 1.88733 -0.60445 0.11 0.22 -0.29 -0.12
S 3.39626 1.01798 -2.43538 0.30 -0.08 0.20 -0.11
S 1.47340 1.46542 -2.98307 -0.20 0.25 -0.16 -0.22
N 2.49169 -2.73935 0.83539 0.74 -0.28 0.10 -0.19
C 3.28931 -3.17710 -0.17863 0.02 -0.03 0.17 0.12
C 4.57315 -3.66909 0.11867 0.04 -0.02 0.00 -0.68
C 5.36533 -4.25359 -0.84531 -0.03 0.03 0.04 -0.50
C 4.90184 -4.36010 -2.15053 -0.02 -0.03 -0.05 -0.99
C 3.66734 -3.81463 -2.47175 -0.01 0.05 0.08 -0.60
C 2.84556 -3.19696 -1.52454 0.03 0.04 -0.07 0.30
P 1.40207 -2.16260 -2.02571 0.40 -0.83 -0.43 1.91
C 1.23098 -2.64457 -3.80210 0.00 -0.03 0.04 0.54
C 0.86305 -3.90283 -4.28515 0.06 0.00 0.06 0.06
C 0.78374 -4.14437 -5.64798 -0.02 -0.04 0.00 -0.83
C 1.07992 -3.13607 -6.55784 0.01 0.04 0.01 -0.53
C 1.45812 -1.88713 -6.09070 -0.01 -0.01 -0.03 -0.63
C 1.53139 -1.64320 -4.72419 -0.02 0.01 0.01 -0.39
C -1.41465 -2.91522 -1.65486 0.33 0.04 0.25 1.95
C -0.11029 -4.41880 -1.04506 -0.02 0.16 0.13 0.47
C -0.62179 -5.09206 0.18298 -0.03 0.02 0.03 -1.34
C -1.76172 -4.76948 0.79718 0.09 -0.11 0.00 -0.50
C -2.69965 -3.73689 0.36647 -0.09 0.04 -0.05 -0.63
C -2.56876 -2.92174 -0.68116 -0.02 0.05 0.06 -1.38
H 2.94837 -2.29481 1.61346 0.13 0.02 0.00 0.26
H 1.55693 -2.38479 0.61398 -0.26 0.13 0.17 -0.29
H 4.92212 -3.58760 1.14252 -0.01 -0.02 0.00 0.38
H 6.34668 -4.62950 -0.57746 0.00 0.00 0.00 0.35
H 5.50165 -4.83383 -2.91791 0.01 0.04 -0.01 0.39
H 3.36402 -3.83492 -3.50635 -0.10 0.00 -0.11 0.36
H 0.62185 -4.69714 -3.59521 0.02 -0.03 -0.01 0.16
H 0.49100 -5.12654 -6.00220 0.00 0.00 0.01 0.40
H 1.02023 -3.32871 -7.62327 -0.01 0.00 0.00 0.31
H 1.69345 -1.08929 -6.78525 0.00 0.00 0.00 0.40
H 1.78821 -0.65277 -4.36431 0.00 0.02 0.03 -0.08
H 0.78061 -4.92120 -1.42783 -0.03 -0.01 -0.03 0.54
H 0.02127 -5.84403 0.62805 -0.01 0.00 0.01 0.35
H -2.02358 -5.30447 1.70472 0.00 0.01 0.00 0.37
H -3.58751 -3.61943 0.98054 0.00 0.01 -0.02 0.35
H -3.34588 -2.18593 -0.85858 0.00 -0.01 0.03 0.76
N 0.21028 2.09101 2.25686 0.07 -0.04 0.05 -0.33
P -0.64761 0.64550 1.78555 -0.46 0.57 1.08 0.07
C -0.73043 -0.18510 3.42470 0.24 -0.19 -0.11 0.81
C -1.11297 -1.52731 3.41461 0.04 0.00 -0.10 -0.44
C -1.22400 -2.23417 4.60147 -0.01 0.01 0.06 -0.64
C -0.93449 -1.61360 5.81088 0.00 0.00 -0.02 -0.57
C -0.53139 -0.28557 5.82426 0.00 -0.01 0.01 -0.64
C -0.42822 0.42725 4.63620 -0.06 0.03 0.03 -0.52
C -2.39644 1.20760 1.77504 0.00 -0.05 -0.01 0.77
C -2.86413 2.26543 2.54315 0.02 -0.01 0.00 -0.83
C -4.20098 2.63285 2.48251 -0.01 0.01 0.01 -0.58
C -5.08053 1.92898 1.67172 -0.01 -0.02 -0.02 -0.78
C -4.62209 0.85430 0.92050 -0.04 0.00 0.02 -0.38
C -3.28333 0.49864 0.96916 0.08 0.06 0.02 -0.39
P 0.68625 3.13804 0.90281 -0.02 0.52 0.23 0.62
C -0.65040 4.41061 1.19375 0.06 -0.03 0.07 0.31
C -0.81847 5.00747 2.44601 -0.04 0.02 -0.04 -0.52
C -1.81440 5.94464 2.65952 0.01 0.00 0.02 -0.56
C -2.66680 6.30082 1.61696 0.00 -0.01 0.00 -0.46
C -2.51128 5.71160 0.37376 -0.03 0.04 0.01 -0.55
C -1.50498 4.77235 0.16155 0.05 -0.10 -0.06 -0.26
C 2.00203 4.14187 1.73943 -0.02 -0.08 -0.04 0.46
C 2.77224 3.75193 2.82841 -0.06 -0.03 -0.02 -0.25
C 3.76942 4.58236 3.32778 0.03 0.01 0.04 -0.67
C 4.02120 5.81147 2.74031 -0.01 0.01 -0.01 -0.41
C 3.27344 6.20426 1.63584 -0.01 -0.01 0.03 -0.69
C 2.28228 5.37383 1.14278 -0.01 -0.04 -0.02 -0.52
H 1.11832 1.70444 2.53656 -0.03 0.00 0.03 -0.05
H -1.28938 -2.01335 2.45857 0.01 -0.04 0.01 0.14
H -1.52009 -3.27656 4.58605 0.01 0.00 -0.03 0.45
H -1.00910 -2.16901 6.73866 0.00 0.01 0.00 0.35
H -0.29302 0.19719 6.76516 0.00 0.01 -0.01 0.40
H -0.12159 1.46628 4.64524 0.01 0.00 -0.02 0.33
H -2.17170 2.81220 3.17016 -0.01 0.01 -0.01 0.41
H -4.55398 3.47928 3.06016 0.02 0.01 0.00 0.41
H -6.12155 2.22522 1.61330 0.00 0.00 0.01 0.34
H -5.30656 0.31213 0.27838 0.02 -0.01 -0.01 0.43
H -2.89758 -0.31426 0.36350 -0.04 0.01 -0.04 0.07
H -0.16253 4.71956 3.26006 0.01 0.01 0.00 0.33
H -1.93066 6.40086 3.63680 0.00 -0.01 0.00 0.35
H -3.45046 7.03207 1.78281 0.00 -0.01 -0.01 0.34
H -3.18049 5.96942 -0.43861 0.01 -0.03 -0.01 0.43
H -1.41863 4.28559 -0.80146 -0.02 0.00 -0.02 0.10
H 2.62289 2.78155 3.28281 0.01 0.01 0.02 0.29
H 4.36094 4.25871 4.17669 -0.01 -0.02 -0.01 0.37
H 4.80177 6.45528 3.12896 0.00 -0.01 0.00 0.34
H 3.46676 7.15932 1.16146 0.00 -0.02 -0.03 0.36
H 1.70878 5.67579 0.27268 0.00 0.04 0.01 0.38
```
Positions in Å, forces in eV/Å.

## Properties
- ΔE to the lowest compared entry with this formula, charge and spin (kcal/mol) = 100.7
- lowest unoccupied orbital energy (eV) = 4.23
- charge = -2
- gap between HOMO and LUMO (eV) = 5.6886
- multiplicity = 1

---

# 2
DFT (ωB97M-V with the def2-TZVPD basis set) results for a molecular structure, C49H40FN4O5P2Ru at a distorted geometry.

Geometry as XYZ:
```
102
Properties=species:S:1:pos:R:3:forces:R:3:mulliken_spin:R:1
Ru 1.16395 -0.05373 0.20110 0.11 0.75 1.77 0.94
O 0.61739 1.10112 1.88183 -0.54 0.31 -0.37 0.02
P 0.03216 2.50881 1.65272 0.06 -0.16 0.02 0.00
C -0.07930 2.73980 -0.15206 0.02 0.07 0.10 0.05
P 1.59382 2.65484 -0.85896 0.17 -0.16 -0.15 -0.02
O 2.41904 1.67617 -0.00942 -0.39 0.01 -0.95 -0.01
C 1.41573 2.02083 -2.51610 -0.01 0.16 -0.17 0.00
C 2.53146 1.41466 -3.09522 -0.03 -0.10 0.03 0.00
C 2.47634 0.99603 -4.41594 0.00 -0.03 0.05 0.00
C 1.32296 1.20042 -5.16044 -0.03 0.00 -0.01 0.00
C 0.20915 1.80051 -4.58455 0.02 -0.03 -0.03 0.00
C 0.25254 2.21125 -3.26312 0.01 -0.02 0.04 0.00
C 2.32504 4.27113 -0.89853 0.14 0.03 0.15 0.00
C 3.72098 4.32661 -0.88846 -0.03 0.02 0.03 0.00
C 4.35663 5.55488 -0.95244 0.00 0.01 -0.01 0.00
C 3.60626 6.72186 -1.02173 0.02 0.00 0.02 0.00
C 2.21947 6.66739 -1.03715 -0.01 0.00 -0.01 0.00
C 1.57485 5.44216 -0.97808 -0.01 0.00 -0.02 0.00
C -1.63568 2.61130 2.27993 -0.06 -0.16 0.06 0.01
C -2.56135 3.54508 1.81268 0.02 -0.03 -0.04 0.00
C -3.83130 3.59405 2.36442 0.00 0.01 0.02 0.00
C -4.18103 2.71414 3.38075 -0.02 0.01 -0.01 0.00
C -3.26551 1.78051 3.84624 0.03 -0.01 0.00 0.00
C -1.99306 1.72394 3.29740 0.03 0.05 0.02 0.00
C 1.04525 3.78978 2.34322 0.06 0.04 0.09 0.00
C 2.40933 3.55181 2.51701 -0.01 0.00 0.02 0.00
C 3.22985 4.57785 2.95740 0.00 -0.01 -0.01 0.00
C 2.69318 5.82830 3.22973 0.00 0.00 0.02 0.00
C 1.33165 6.06052 3.07678 0.00 0.01 -0.01 0.00
C 0.50258 5.04337 2.63758 0.02 -0.03 -0.01 0.00
H -0.62372 3.63834 -0.44246 0.04 0.05 0.09 0.00
H -0.63735 1.87263 -0.52366 -0.10 0.08 -0.09 -0.01
H 3.42854 1.24372 -2.51197 0.01 0.01 0.00 0.00
H 3.33501 0.50656 -4.85496 0.01 0.03 -0.01 0.00
H 1.28898 0.89410 -6.19794 0.00 -0.01 0.01 0.00
H -0.68876 1.95106 -5.16885 0.00 0.00 0.01 0.00
H -0.62353 2.67275 -2.82273 0.02 0.04 -0.02 0.00
H 4.30259 3.41531 -0.81697 -0.01 0.00 0.01 0.00
H 5.43729 5.60299 -0.94862 -0.01 0.00 0.01 0.00
H 4.10546 7.68109 -1.05955 0.00 -0.01 -0.03 0.00
H 1.64032 7.57900 -1.09894 0.00 -0.01 0.01 0.00
H 0.49197 5.41429 -1.00011 0.01 0.01 0.00 0.00
H -2.30400 4.23683 1.01902 0.00 0.00 0.01 0.00
H -4.54716 4.32125 2.00581 0.00 -0.01 0.00 0.00
H -5.17185 2.76090 3.81322 0.01 0.00 0.00 0.00
H -3.53870 1.10451 4.64609 0.01 0.00 -0.01 0.00
H -1.26729 1.00766 3.66426 -0.01 -0.01 0.01 0.00
H 2.81787 2.57234 2.30984 0.01 0.02 -0.04 0.00
H 4.28931 4.40106 3.08643 -0.01 -0.01 0.03 0.00
H 3.33613 6.62377 3.58316 0.00 0.00 -0.02 0.00
H 0.91656 7.03228 3.30785 0.00 -0.01 0.01 0.00
H -0.56090 5.22437 2.54570 -0.01 0.00 -0.02 0.00
C 2.16222 -5.46497 -4.85360 0.00 -0.02 0.04 0.00
C 0.72671 -5.24332 -4.42409 0.06 -0.05 0.03 0.00
C 0.05250 -6.51143 -3.92617 -0.05 0.04 0.04 0.00
C -1.43177 -6.25052 -3.71994 0.03 0.01 0.04 0.00
C -1.66895 -5.00114 -2.91109 0.01 0.00 -0.05 0.00
C -2.86657 -4.80445 -2.26617 -0.03 0.03 -0.02 0.00
C -3.08884 -3.64748 -1.51764 -0.06 -0.05 0.00 0.00
F -4.27215 -3.49897 -0.91570 0.00 0.00 -0.02 0.00
C -2.13465 -2.68879 -1.36202 0.07 0.08 -0.03 0.00
C -0.88175 -2.88790 -1.96073 -0.06 0.00 -0.11 0.00
C 0.20582 -1.98700 -1.70002 0.08 0.33 -0.01 -0.02
O -0.03168 -0.84225 -1.11396 -0.26 -0.42 -0.11 0.00
C 1.47460 -2.35844 -2.12677 -0.09 -0.07 0.07 0.02
C 1.60632 -3.43448 -2.99154 -0.06 0.20 -0.10 0.00
N 0.59149 -4.19878 -3.35666 -0.10 -0.09 0.11 0.00
C -0.66057 -4.02257 -2.76013 0.17 -0.06 -0.01 0.00
C 2.70209 -1.62520 -1.70663 0.12 0.07 0.48 0.01
O 3.71279 -1.61466 -2.35891 -0.05 -0.20 -0.09 0.00
O 2.62219 -1.06319 -0.50023 0.61 -0.16 -0.80 0.00
H 2.15806 -6.20907 -5.64826 0.00 0.00 0.00 0.00
H 2.77373 -5.85525 -4.03776 0.00 0.01 0.00 0.00
H 2.62859 -4.56599 -5.25547 -0.01 -0.03 -0.03 0.00
H 0.15250 -4.85731 -5.27115 0.02 0.05 -0.01 0.00
H 0.53119 -6.83383 -2.99716 0.00 0.00 -0.01 0.00
H 0.19582 -7.30202 -4.66111 0.02 0.00 0.00 0.00
H -1.91250 -7.09383 -3.22481 -0.01 0.00 -0.01 0.00
H -1.91828 -6.13776 -4.69287 -0.01 0.00 0.00 0.00
H -3.64944 -5.55059 -2.32293 -0.01 0.02 -0.01 0.00
H -2.32262 -1.79755 -0.78579 -0.03 0.03 0.03 0.00
H 2.57777 -3.63488 -3.41760 0.00 0.01 0.00 0.00
N -6.36131 -4.06997 6.54694 0.03 0.02 -0.02 0.00
C -5.41700 -3.73895 5.98396 0.05 0.01 -0.01 0.00
C -4.23762 -3.32574 5.26805 -0.09 -0.03 0.03 0.00
C -4.34361 -2.39374 4.23989 0.00 0.01 -0.03 0.00
C -3.21731 -2.00397 3.53881 -0.04 0.05 0.05 0.00
C -1.98533 -2.55802 3.85847 0.13 0.05 -0.08 0.00
C -1.86911 -3.48129 4.88568 -0.02 -0.03 0.01 0.00
C -2.99643 -3.86105 5.59407 0.02 0.00 0.01 0.00
N -0.81977 -2.17813 3.10873 -0.06 -0.16 0.12 0.00
C 0.49952 -2.43973 3.43538 -0.08 0.03 0.03 0.00
C 1.25210 -1.96165 2.41825 -0.12 -0.13 -0.12 0.00
N 0.40785 -1.42801 1.46305 0.29 -0.40 0.29 -0.01
C -0.82118 -1.55959 1.91758 -0.01 -0.08 -0.23 0.01
H -5.30941 -1.97526 3.99194 0.01 0.00 0.01 0.00
H -3.31831 -1.25708 2.76398 0.01 0.00 -0.01 0.00
H -0.91690 -3.92377 5.13869 0.00 -0.02 -0.02 0.00
H -2.91375 -4.58146 6.39581 -0.01 0.00 -0.01 0.00
H 0.79056 -2.91492 4.35318 -0.02 0.00 0.00 0.00
H 2.32134 -1.96528 2.29477 0.00 0.02 -0.01 0.00
H -1.70801 -1.23099 1.40846 0.00 0.03 -0.01 0.00
```
Positions in Å, forces in eV/Å.

## Properties
- ΔE to the lowest compared entry with this formula, charge and spin (kcal/mol) = 21.0
- lowest unoccupied orbital energy (alpha / beta) (eV) = -5.70 / -6.08
- charge = +2
- gap between HOMO and LUMO (alpha / beta) (eV) = 7.8895 / 7.4600
- multiplicity = 2

---

> Which of these has the highest charge?

C49H40FN4O5P2Ru